Entry 1:
Molecular formula: C28H43F14IN3O6
Method: DFT, the ωB97M-V functional and the def2-TZVPD basis

```
95
Properties=species:S:1:pos:R:3
C 0.29 0.15 6.23
C 0.72 -1.13 5.50
C 0.00 -1.44 4.17
C -0.48 -0.23 3.37
C 0.63 0.72 2.91
C 1.81 0.00 2.26
C 2.57 0.87 1.25
N 3.90 1.24 1.77
C 4.72 2.06 1.18
N 5.93 2.35 1.68
C 6.80 3.17 0.82
C 6.73 2.82 -0.68
C 7.93 2.04 -1.18
F 7.96 2.07 -2.54
F 9.06 2.65 -0.74
C 8.02 0.53 -0.74
F 7.15 0.28 0.28
F 9.25 0.24 -0.30
F 7.70 -0.29 -1.76
C 5.35 2.19 -1.06
C 4.84 2.64 -2.43
C 5.03 1.65 -3.57
C 4.30 2.16 -4.81
I 4.21 -0.27 -3.08
N 4.34 2.62 -0.04
H 0.96 0.98 6.00
H -0.74 0.44 6.01
H 0.36 -0.01 7.30
H 1.80 -1.11 5.37
H 0.51 -1.96 6.17
H 0.66 -2.04 3.55
H -0.87 -2.03 4.41
H -1.24 0.34 3.90
H -0.97 -0.61 2.47
H 0.19 1.43 2.21
H 0.95 1.30 3.78
H 1.45 -0.90 1.78
H 2.49 -0.31 3.05
H 2.68 0.36 0.30
H 2.01 1.78 1.05
H 4.18 0.83 2.65
H 6.39 1.58 2.13
H 6.47 4.20 0.93
H 7.80 3.14 1.22
H 6.78 3.76 -1.21
H 5.37 1.11 -1.00
H 3.77 2.80 -2.33
H 5.27 3.59 -2.74
H 6.07 1.52 -3.83
H 4.39 1.47 -5.64
H 4.68 3.14 -5.09
H 3.24 2.24 -4.58
H 4.30 3.64 0.01
C -4.23 -3.77 -0.75
C -5.43 -3.34 0.05
O -5.20 -3.43 1.48
C -4.51 -2.46 2.03
O -4.06 -1.49 1.50
C -4.40 -2.71 3.55
F -4.01 -3.95 3.81
F -5.58 -2.51 4.13
F -3.53 -1.86 4.09
H -3.92 -4.77 -0.46
H -4.45 -3.78 -1.80
H -3.38 -3.10 -0.58
H -6.27 -4.00 -0.13
H -5.75 -2.33 -0.20
C -4.41 -2.88 -7.95
C -3.28 -3.36 -7.07
O -3.74 -3.68 -5.74
C -4.34 -4.85 -5.61
O -4.52 -5.67 -6.45
C -4.76 -5.05 -4.14
F -5.37 -3.95 -3.66
F -3.68 -5.29 -3.38
F -5.58 -6.07 -4.01
H -4.91 -2.03 -7.49
H -4.02 -2.57 -8.92
H -5.15 -3.66 -8.11
H -2.53 -2.58 -6.93
H -2.77 -4.23 -7.50
C -5.29 1.49 3.29
C -4.74 1.53 1.88
O -5.44 2.50 1.07
C -5.09 3.76 1.24
O -4.24 4.18 1.97
C -5.90 4.65 0.29
F -7.20 4.35 0.33
F -5.47 4.49 -0.97
F -5.76 5.93 0.61
H -6.36 1.28 3.27
H -4.79 0.70 3.86
H -5.14 2.43 3.80
H -4.88 0.57 1.39
H -3.67 1.75 1.88
```

Results
Highest occupied orbital energy: -12.2017 eV
F_max: 1.1 eV/A
LUMO energy: -2.97 eV
Charge: +1
Electronic energy: -3404.10638 Eh
Gap between HOMO and LUMO: 9.2311 eV
2S+1: 1

---

Entry 2:
Molecular formula: C28H43InN4O6SSi
Method: DFT, the ωB97M-V functional and the def2-TZVPD basis

```
84
Properties=species:S:1:pos:R:3
In 0.04 -0.71 -0.50
C -0.91 0.32 3.87
C -0.86 0.15 2.39
N 0.12 -0.37 1.75
N 1.23 -0.81 2.40
C 2.13 -1.25 1.53
O 2.03 -1.24 0.26
C 3.39 -1.81 2.11
C 3.58 -1.87 3.49
C 4.76 -2.40 4.00
C 5.74 -2.87 3.14
C 5.55 -2.81 1.76
C 4.37 -2.28 1.25
C -2.01 0.59 1.55
C -3.17 1.11 2.09
C -4.21 1.48 1.24
C -4.06 1.32 -0.12
C -2.87 0.78 -0.60
N -1.88 0.44 0.22
H 0.04 0.01 4.30
H -1.10 1.36 4.14
H -1.71 -0.28 4.30
H 2.81 -1.51 4.15
H 4.90 -2.45 5.07
H 6.66 -3.28 3.54
H 6.31 -3.17 1.09
H 4.21 -2.23 0.18
H -3.27 1.22 3.16
H -5.12 1.89 1.65
H -4.84 1.59 -0.82
H -2.70 0.62 -1.65
N 1.19 1.39 -0.55
C 0.51 2.24 -1.53
C -0.22 1.41 -2.59
O -0.72 1.99 -3.54
O -0.26 0.13 -2.40
H 1.29 1.83 0.35
H 2.12 1.13 -0.86
H 1.18 2.93 -2.04
H -0.25 2.84 -1.02
C -2.92 -5.49 -2.44
C -1.50 -6.05 -2.35
C -1.21 -6.55 -0.94
C -1.31 -7.16 -3.37
O -0.53 -5.04 -2.68
Si -0.48 -3.42 -2.49
S -0.98 -2.90 -0.50
O -1.50 -2.63 -3.48
C -1.49 -2.44 -4.90
C -2.86 -1.87 -5.24
C -1.27 -3.77 -5.61
C -0.40 -1.45 -5.30
O 1.04 -2.94 -2.85
C 2.32 -3.58 -2.67
C 2.40 -4.32 -1.34
C 2.53 -4.54 -3.84
C 3.34 -2.45 -2.71
H -3.64 -6.28 -2.22
H -3.12 -5.10 -3.44
H -3.07 -4.68 -1.72
H -1.89 -7.36 -0.68
H -1.32 -5.75 -0.22
H -0.18 -6.93 -0.89
H -2.00 -7.98 -3.18
H -0.29 -7.54 -3.32
H -1.48 -6.78 -4.38
H -3.64 -2.55 -4.91
H -2.96 -1.71 -6.32
H -2.99 -0.91 -4.73
H -2.06 -4.48 -5.34
H -0.31 -4.20 -5.34
H -1.30 -3.63 -6.69
H -0.52 -0.52 -4.75
H -0.46 -1.25 -6.37
H 0.59 -1.85 -5.07
H 1.65 -5.11 -1.30
H 2.22 -3.63 -0.52
H 3.39 -4.76 -1.22
H 1.77 -5.32 -3.82
H 3.51 -5.00 -3.78
H 2.45 -4.00 -4.79
H 3.16 -1.76 -1.89
H 3.27 -1.91 -3.66
H 4.35 -2.85 -2.62
```

Results
Highest occupied orbital energy: -8.5252 eV
F_max: 0.3 eV/A
LUMO energy: -0.73 eV
Charge: 0
Electronic energy: -2641.35199 Eh
Gap between HOMO and LUMO: 7.7934 eV
2S+1: 1

---

Entry 3:
Molecular formula: C28H43MnN4O6SbSi3
Method: DFT, the ωB97M-V functional and the def2-TZVPD basis

```
86
Properties=species:S:1:pos:R:3
Mn 0.84 -0.28 -0.08
O -1.10 -1.91 3.34
C -0.48 -1.21 2.40
O -0.92 -1.15 1.26
C 0.70 -0.47 2.80
C 1.16 -0.31 4.10
C 2.20 0.57 4.34
C 2.73 1.29 3.28
C 2.25 1.06 2.01
N 1.29 0.17 1.76
C 2.69 1.84 0.78
O 3.55 2.70 0.90
O 2.05 1.51 -0.29
H -1.86 -2.34 2.90
H 0.69 -0.88 4.89
H 2.58 0.72 5.35
H 3.52 2.03 3.42
O 0.39 -0.62 -1.81
N 0.20 -1.79 -2.31
N 0.43 -2.73 -1.47
O 0.82 -2.50 -0.26
C 0.28 -4.08 -1.90
C 0.65 -5.09 -1.03
C 0.54 -6.41 -1.43
C 0.06 -6.72 -2.69
C -0.30 -5.70 -3.56
C -0.20 -4.38 -3.18
H 1.04 -4.82 -0.05
H 0.84 -7.20 -0.75
H -0.03 -7.76 -3.00
H -0.67 -5.95 -4.55
H -0.48 -3.58 -3.84
C -3.83 -0.30 -1.03
Si -3.07 1.31 -1.67
C -2.38 1.10 -3.42
C -4.41 2.65 -1.71
Sb -1.02 1.78 -0.15
Si -0.17 4.11 -0.94
C 0.81 3.74 -2.51
C -1.64 5.23 -1.37
C 0.89 4.96 0.36
Si -2.25 2.43 2.04
C -0.99 3.16 3.25
C -3.07 0.91 2.82
C -3.65 3.70 1.80
H -4.37 -0.83 -1.82
H -4.53 -0.10 -0.22
H -3.05 -0.95 -0.65
H -3.10 0.62 -4.09
H -1.47 0.49 -3.39
H -2.12 2.08 -3.84
H -5.17 2.38 -2.45
H -4.01 3.62 -1.98
H -4.91 2.75 -0.74
H 0.17 3.31 -3.28
H 1.59 3.01 -2.27
H 1.29 4.63 -2.92
H -2.15 4.87 -2.26
H -1.29 6.24 -1.57
H -2.36 5.28 -0.56
H 1.84 4.43 0.49
H 0.39 4.99 1.33
H 1.12 5.98 0.06
H 0.00 2.70 3.12
H -1.29 3.00 4.29
H -0.88 4.24 3.10
H -2.43 0.46 3.57
H -3.28 0.15 2.06
H -4.02 1.18 3.30
H -3.42 4.46 1.06
H -3.85 4.20 2.75
H -4.57 3.19 1.50
N 3.31 -0.99 -0.30
C 3.69 -2.35 -0.27
C 3.79 -3.09 -1.44
C 4.10 -4.44 -1.39
C 4.32 -5.06 -0.17
C 4.23 -4.33 1.00
C 3.92 -2.98 0.96
H 3.73 -0.45 0.44
H 3.49 -0.55 -1.19
H 3.61 -2.60 -2.39
H 4.17 -5.00 -2.31
H 4.57 -6.12 -0.14
H 4.41 -4.81 1.95
H 3.83 -2.40 1.87
```

Results
Highest occupied orbital energy (alpha / beta): -7.5337 / -6.9873 eV
F_max: 2.8 eV/A
LUMO energy (alpha / beta): -0.78 / -0.78 eV
Charge: 0
Electronic energy: -4022.99317 Eh
⟨S²⟩: 1.2240
Gap between HOMO and LUMO (alpha / beta): 6.7516 / 6.2076 eV
2S+1: 2

---

Q: What is the F_max in the second record?
A: 0.3 eV/A

---

Q: Which of these has the highest charge?
A: C28H43F14IN3O6

---

Q: The highest 2S+1 belongs to which entry?
A: C28H43MnN4O6SbSi3

---

Please write out number 3 again, unchanged.
Molecular formula: C28H43MnN4O6SbSi3
Method: DFT, the ωB97M-V functional and the def2-TZVPD basis

```
86
Properties=species:S:1:pos:R:3
Mn 0.84 -0.28 -0.08
O -1.10 -1.91 3.34
C -0.48 -1.21 2.40
O -0.92 -1.15 1.26
C 0.70 -0.47 2.80
C 1.16 -0.31 4.10
C 2.20 0.57 4.34
C 2.73 1.29 3.28
C 2.25 1.06 2.01
N 1.29 0.17 1.76
C 2.69 1.84 0.78
O 3.55 2.70 0.90
O 2.05 1.51 -0.29
H -1.86 -2.34 2.90
H 0.69 -0.88 4.89
H 2.58 0.72 5.35
H 3.52 2.03 3.42
O 0.39 -0.62 -1.81
N 0.20 -1.79 -2.31
N 0.43 -2.73 -1.47
O 0.82 -2.50 -0.26
C 0.28 -4.08 -1.90
C 0.65 -5.09 -1.03
C 0.54 -6.41 -1.43
C 0.06 -6.72 -2.69
C -0.30 -5.70 -3.56
C -0.20 -4.38 -3.18
H 1.04 -4.82 -0.05
H 0.84 -7.20 -0.75
H -0.03 -7.76 -3.00
H -0.67 -5.95 -4.55
H -0.48 -3.58 -3.84
C -3.83 -0.30 -1.03
Si -3.07 1.31 -1.67
C -2.38 1.10 -3.42
C -4.41 2.65 -1.71
Sb -1.02 1.78 -0.15
Si -0.17 4.11 -0.94
C 0.81 3.74 -2.51
C -1.64 5.23 -1.37
C 0.89 4.96 0.36
Si -2.25 2.43 2.04
C -0.99 3.16 3.25
C -3.07 0.91 2.82
C -3.65 3.70 1.80
H -4.37 -0.83 -1.82
H -4.53 -0.10 -0.22
H -3.05 -0.95 -0.65
H -3.10 0.62 -4.09
H -1.47 0.49 -3.39
H -2.12 2.08 -3.84
H -5.17 2.38 -2.45
H -4.01 3.62 -1.98
H -4.91 2.75 -0.74
H 0.17 3.31 -3.28
H 1.59 3.01 -2.27
H 1.29 4.63 -2.92
H -2.15 4.87 -2.26
H -1.29 6.24 -1.57
H -2.36 5.28 -0.56
H 1.84 4.43 0.49
H 0.39 4.99 1.33
H 1.12 5.98 0.06
H 0.00 2.70 3.12
H -1.29 3.00 4.29
H -0.88 4.24 3.10
H -2.43 0.46 3.57
H -3.28 0.15 2.06
H -4.02 1.18 3.30
H -3.42 4.46 1.06
H -3.85 4.20 2.75
H -4.57 3.19 1.50
N 3.31 -0.99 -0.30
C 3.69 -2.35 -0.27
C 3.79 -3.09 -1.44
C 4.10 -4.44 -1.39
C 4.32 -5.06 -0.17
C 4.23 -4.33 1.00
C 3.92 -2.98 0.96
H 3.73 -0.45 0.44
H 3.49 -0.55 -1.19
H 3.61 -2.60 -2.39
H 4.17 -5.00 -2.31
H 4.57 -6.12 -0.14
H 4.41 -4.81 1.95
H 3.83 -2.40 1.87
```

Results
Highest occupied orbital energy (alpha / beta): -7.5337 / -6.9873 eV
F_max: 2.8 eV/A
LUMO energy (alpha / beta): -0.78 / -0.78 eV
Charge: 0
Electronic energy: -4022.99317 Eh
⟨S²⟩: 1.2240
Gap between HOMO and LUMO (alpha / beta): 6.7516 / 6.2076 eV
2S+1: 2